Below is a molecular structure, C6H9NO, with properties calculated with ωB97M-V with the def2-TZVPD basis set.

Lowest unoccupied orbital energy (alpha / beta) = -0.41 / -0.41 eV
Relative energy (zero: lowest compared OMol25 entry of this formula, charge and spin) = 85.2 kcal per mole
Net charge = 0
Highest occupied orbital energy (alpha / beta) = -7.86 / -7.86 eV
E = -9901.9074 eV

Structure (XYZ):
```
17
Properties=species:S:1:pos:R:3:forces:R:3
C -0.4379 0.6069 1.8698 -0.56 -0.06 -0.14
C -0.1458 1.1234 0.4654 2.66 -0.43 0.17
C 0.8688 0.0818 -0.3658 0.10 2.02 0.34
C -0.2403 -0.5700 -0.9914 -1.19 -0.65 0.49
N -0.2970 -1.8945 -1.1867 -0.01 0.32 0.27
C 2.1789 0.1160 -0.5777 -0.29 -0.17 -0.01
C -1.3705 0.2733 -0.7366 -0.47 -0.38 -0.67
O 0.0594 2.3386 0.2786 -0.67 -0.67 -0.21
H 0.4985 -2.4690 -0.9452 -0.11 0.09 -0.01
H -1.1966 -2.3488 -1.2531 0.12 0.06 -0.20
H 0.3455 0.9559 2.5452 0.03 0.00 -0.14
H -1.3876 1.0263 2.2077 0.06 -0.04 0.07
H -0.4901 -0.4840 1.9159 -0.03 0.04 -0.05
H 2.6469 -0.4384 -1.3865 0.04 -0.04 0.10
H 2.8124 0.7507 0.0336 -0.04 -0.02 -0.07
H -1.5266 1.1542 -1.3502 0.38 0.09 0.19
H -2.3180 -0.2222 -0.5231 -0.02 -0.17 -0.14
```
Forces are in eV/Å.

***

Below is a molecular structure, C23H38As3ClCoNO4S, with properties calculated with ωB97M-V with the def2-TZVPD basis set.

Lowest unoccupied orbital energy (alpha / beta) = -3.67 / -2.50 eV
Net charge = +1
Highest occupied orbital energy (alpha / beta) = -10.68 / -10.68 eV
Multiplicity = 2
E = -277634.1056 eV

Structure (XYZ):
```
72
Properties=species:S:1:pos:R:3:forces:R:3
Co 0.7386 0.2031 -0.3341 0.99 -0.61 -0.11
O 2.1490 -1.1941 2.4012 0.13 -0.42 0.14
Cl 2.1811 0.1540 1.9638 -0.31 -0.37 1.18
O 2.8473 0.9981 2.8710 0.36 0.27 0.13
O 2.7765 0.2262 0.6354 -0.16 0.03 -1.14
O 0.7954 0.6150 1.7893 -0.51 0.25 -0.23
C -2.5162 -1.1257 0.6481 0.38 -0.11 0.06
As -1.6187 0.2198 -0.4325 -0.57 0.25 -0.28
C -2.5734 -0.0391 -2.1237 0.38 -0.02 0.06
C -2.4413 1.8303 0.3283 0.37 -0.01 0.09
C -1.8705 3.2021 -0.0601 0.03 0.01 -0.30
C -1.9774 3.3731 -1.5835 0.00 -0.04 0.23
C -0.4169 3.4117 0.3874 0.12 -0.05 -0.07
As 1.0708 2.5618 -0.5935 -0.68 0.89 0.30
C 1.2825 3.6758 -2.1960 0.04 -0.48 -0.06
C 2.5093 3.3296 0.4582 0.15 -0.25 0.03
C -2.7516 4.2806 0.5970 -0.01 -0.15 0.15
As -2.8878 4.6110 2.5713 0.00 0.14 0.00
C -1.2219 5.6239 2.8463 0.05 -0.09 0.02
C -2.3040 2.9650 3.4904 0.04 -0.01 -0.12
H -3.5936 -0.9713 0.6332 0.01 0.11 -0.06
H -2.1499 -1.0732 1.6726 0.00 0.03 -0.01
H -2.2897 -2.1161 0.2535 0.01 0.01 0.00
H -3.6026 0.3040 -2.0415 0.00 0.01 0.10
H -2.5667 -1.1026 -2.3605 -0.01 0.00 0.00
H -2.0742 0.4967 -2.9283 -0.04 0.02 0.00
H -2.3694 1.6977 1.4078 -0.03 -0.07 -0.05
H -3.4987 1.7926 0.0557 -0.01 -0.08 0.00
H -1.3795 2.6104 -2.0916 -0.05 0.06 -0.12
H -1.6165 4.3560 -1.8889 0.02 -0.01 -0.04
H -3.0143 3.2759 -1.9102 0.01 -0.02 -0.04
H -0.2829 3.0642 1.4142 0.04 0.08 -0.03
H -0.1959 4.4819 0.3675 0.01 -0.01 0.03
H 0.9833 4.7013 -1.9898 -0.04 -0.03 0.13
H 0.7127 3.2887 -3.0374 -0.03 0.03 0.02
H 2.3394 3.6618 -2.4599 0.00 0.00 0.00
H 2.4107 4.4140 0.4721 -0.10 0.00 -0.07
H 3.4673 3.0587 0.0171 -0.02 -0.01 -0.01
H 2.4849 2.9458 1.4752 -0.04 0.04 -0.01
H -3.7815 4.1213 0.2663 -0.02 0.02 0.03
H -2.4594 5.2590 0.2027 -0.01 0.02 0.04
H -1.1357 6.4093 2.0958 -0.02 -0.01 -0.02
H -0.3375 4.9876 2.8134 0.00 0.03 -0.03
H -1.2633 6.1021 3.8239 -0.04 -0.02 0.01
H -3.0702 2.1929 3.4290 -0.01 0.01 0.00
H -2.1893 3.2276 4.5420 -0.02 0.06 -0.01
H -1.3505 2.5709 3.1367 -0.02 -0.01 0.04
N 0.9904 -1.6949 -0.8143 -0.13 0.49 0.26
S 2.0324 -2.7686 -0.1792 -0.67 -0.57 -0.32
C 0.9800 -4.0480 0.5452 0.22 0.13 0.12
C 1.0914 -4.3348 1.8985 -0.02 0.16 -0.25
C 0.2484 -5.2866 2.4572 0.02 -0.05 0.05
C -0.6841 -5.9417 1.6691 0.08 0.03 0.07
C -0.7880 -5.6424 0.3161 -0.05 -0.02 -0.09
C 0.0479 -4.6983 -0.2542 -0.08 0.02 -0.01
C 2.5779 -3.7120 -1.6197 0.18 0.26 -0.01
C 2.6056 -3.0746 -2.8501 -0.05 0.11 0.04
C 3.0817 -3.7583 -3.9593 0.04 -0.09 -0.01
C 3.5407 -5.0603 -3.8270 -0.02 0.04 -0.02
C 3.5250 -5.6822 -2.5853 0.02 0.00 0.01
C 3.0467 -5.0097 -1.4725 0.04 -0.04 0.11
H 0.2724 -2.1931 -1.3281 -0.08 0.00 -0.03
H 1.8142 -3.8103 2.4995 0.13 0.10 0.15
H 0.3281 -5.5144 3.5116 0.01 -0.01 -0.01
H -1.3230 -6.6973 2.1062 -0.03 0.03 0.00
H -1.5167 -6.1571 -0.2961 0.02 0.00 -0.02
H -0.0175 -4.4876 -1.3156 0.02 -0.02 -0.01
H 2.2591 -2.0532 -2.9333 0.00 -0.02 -0.02
H 3.1009 -3.2715 -4.9249 -0.01 0.01 0.01
H 3.9157 -5.5916 -4.6912 0.00 0.00 0.00
H 3.8891 -6.6954 -2.4827 -0.01 0.00 0.02
H 3.0335 -5.4956 -0.5049 0.00 -0.01 -0.01
```
Forces are in eV/Å.